Entry 1:
ORCA calculation (ωB97M-V/def2-TZVPD) on 2 unconnected molecules or ions with the total composition CH4N3O.

Last column: Löwdin charge in e.
Positions of all 9 atoms, in Å:
C 0.15 -0.17 0.06  -0.2467
N -2.30 -0.33 0.19  0.1993
N 0.50 0.98 0.46  0.1595
N 0.86 -1.05 -0.58  0.1486
O -2.79 0.65 -0.10  0.1467
H -0.25 1.47 0.94  0.1242
H 1.51 1.19 0.45  0.1552
H 0.43 -1.95 -0.80  0.1403
H 1.89 -0.77 -0.62  0.1730

## Properties
Energy relative to the best compared isomer or geometry (same formula, charge and spin) = 97.4 kcal per mole
Total charge = +1
Gap between HOMO and LUMO (spin up / spin down) = 9.401 / 7.869 eV



Entry 2:
ORCA calculation (ωB97M-V/def2-TZVPD) on a single C5H7NO molecule.

Last column: Löwdin charge in e.
Positions of all 14 atoms, in Å:
C 0.93 -0.84 -1.19  0.0444
C 0.43 -0.51 0.42  -0.2550
N -0.16 -0.79 1.79  0.1228
C -1.03 -0.41 0.68  -0.2418
C -0.96 1.03 0.11  -0.0274
C 0.57 0.91 0.12  -0.4519
O 1.54 1.61 -0.02  0.0944
H 0.94 0.03 -1.92  0.1068
H 0.21 -1.53 -1.60  0.0615
H 1.96 -1.18 -1.19  0.0625
H 0.00 -0.09 2.53  0.1152
H -1.75 -1.18 0.41  0.1395
H -1.22 1.87 0.73  0.1025
H -1.46 1.07 -0.87  0.1267

## Properties
Energy relative to the best compared isomer or geometry (same formula, charge and spin) = 115.6 kcal per mole
Gap between HOMO and LUMO = 9.386 eV



Entry 3:
ORCA calculation (ωB97M-V/def2-TZVPD) on a molecular structure, C18H27BCuF4NSSb.

Last column: Löwdin charge in e.
Positions of all 54 atoms, in Å:
Cu 2.00 -0.08 0.20  0.6112
S 6.25 1.08 -0.01  1.0199
C 6.22 -0.68 0.15  -0.3565
C 4.97 -1.18 0.23  -0.1725
C 3.97 -0.18 0.17  -0.1499
C 4.51 1.08 0.02  -0.5480
C 3.64 2.18 -0.12  -0.2517
C 4.01 3.52 -0.16  -0.0211
C 3.09 4.55 -0.36  -0.0280
C 1.73 4.19 -0.50  -0.0461
C 1.40 2.82 -0.43  -0.1118
N 2.27 1.85 -0.18  0.0268
H 7.11 -1.25 0.07  0.0602
H 4.75 -2.24 0.37  0.1066
H 5.07 3.70 -0.18  0.0994
H 3.36 5.62 -0.38  0.1189
H 0.95 4.92 -0.66  0.0974
H 0.39 2.44 -0.67  0.0855
C -3.53 -0.13 -2.49  -0.1564
C -3.23 0.49 -1.11  -0.5613
C -3.03 2.01 -1.11  -0.1708
Sb -1.36 -0.43 -0.27  1.5190
C -1.80 -0.17 1.86  -0.5721
C -3.17 0.44 2.14  -0.1416
C -0.69 0.60 2.53  -0.1769
C -1.78 -2.60 -0.22  -0.5364
C -1.25 -3.21 -1.51  -0.1657
C -3.29 -2.81 0.14  -0.1172
H -4.46 0.35 -2.85  0.0766
H -3.72 -1.21 -2.49  0.0529
H -2.76 0.09 -3.24  0.0764
H -3.98 0.21 -0.37  0.0642
H -2.17 2.32 -1.73  0.0705
H -2.85 2.36 -0.10  0.0415
H -3.91 2.49 -1.51  0.0710
H -1.79 -1.23 2.17  0.0772
H -3.18 1.42 1.66  0.0543
H -3.25 0.60 3.20  0.0702
H -4.02 -0.16 1.81  0.0660
H -0.65 1.64 2.21  0.0698
H 0.30 0.15 2.36  0.0503
H -0.79 0.63 3.61  0.0758
H -1.13 -2.83 0.62  0.0599
H -1.82 -2.86 -2.39  0.0621
H -1.38 -4.33 -1.51  0.0951
H -0.18 -2.99 -1.58  0.0543
H -3.92 -2.32 -0.62  0.0527
H -3.52 -2.41 1.14  0.0643
H -3.53 -3.86 0.16  0.0598
F 2.39 -2.54 -0.95  0.1103
B 2.08 -2.98 0.35  -1.2052
F 1.17 -3.99 0.32  0.1827
F 3.14 -3.30 1.13  0.1777
F 1.38 -1.75 1.05  -0.0913

## Properties
Multiplicity = 2
Expectation value of S² = 0.756
Gap between HOMO and LUMO (spin up / spin down) = 7.653 / 7.169 eV



Entry 4:
ORCA calculation (ωB97M-V/def2-TZVPD) on a single CH5NSi2 molecule.

Last column: Löwdin charge in e.
Positions of all 9 atoms, in Å:
N 3.20 -0.50 -0.01  0.0155
C 2.09 0.37 0.22  -0.3630
Si 0.34 1.00 0.08  0.3538
Si -1.17 -0.85 0.10  0.4361
H -0.17 2.23 0.97  -0.0478
H 0.52 1.38 -1.35  -0.0637
H -2.09 -0.48 -1.18  -0.0803
H -0.50 -2.07 -0.13  -0.1606
H -2.22 -1.07 1.29  -0.0900

## Properties
Energy relative to the best compared isomer or geometry (same formula, charge and spin) = 73.3 kcal per mole
Gap between HOMO and LUMO = 9.996 eV



Entry 5:
ORCA calculation (ωB97M-V/def2-TZVPD) on 2 unconnected molecules or ions with the total composition C4H14N2O.

Last column: Löwdin charge in e.
Positions of all 21 atoms, in Å:
C -1.22 -0.91 0.88  -0.0707
C -1.02 0.41 0.16  -0.4477
C -1.95 0.45 -0.99  -0.0882
N 0.35 0.51 -0.44  -0.0895
C 1.42 1.13 0.44  -0.2856
N 2.22 0.25 1.26  0.0022
H -2.30 -0.81 1.32  0.1168
H -1.32 -1.81 0.35  0.0572
H -0.59 -1.07 1.72  0.0507
H -1.07 1.17 0.97  0.1384
H -2.90 -0.07 -0.92  0.0823
H -2.23 1.34 -1.50  0.0632
H -1.43 -0.03 -1.84  0.0936
H 0.25 1.22 -1.22  0.1328
H 2.03 1.78 -0.18  0.1089
H 0.92 1.79 1.12  0.0904
H 2.77 -0.53 0.84  0.0793
H 1.62 -0.05 2.08  0.0839
O 1.78 -1.67 -1.11  -0.1574
H 1.07 -0.91 -1.05  0.0258
H 1.57 -2.20 -1.90  0.0136

## Properties
Energy relative to the best compared isomer or geometry (same formula, charge and spin) = 40.1 kcal per mole
Gap between HOMO and LUMO = 10.172 eV



Entry 6:
ORCA calculation (ωB97M-V/def2-TZVPD) on 2 unconnected molecules or ions with the total composition C5H8FO4.

Last column: Löwdin charge in e.
Positions of all 18 atoms, in Å:
C -0.69 0.61 0.49  -0.5161
O 0.62 1.09 0.54  -0.3764
C -1.29 0.25 1.86  -0.1464
H -1.37 1.37 0.00  0.0796
H -0.75 -0.30 -0.14  0.0729
H -2.34 -0.05 1.74  0.0482
H -0.71 -0.56 2.31  0.0554
H -1.27 1.11 2.54  0.0504
C 0.92 5.26 -1.31  -0.6400
O 1.02 4.04 -1.93  0.0895
C 1.43 3.04 -1.03  -0.3367
C 0.99 3.52 0.35  0.0765
O 1.02 5.14 -0.02  0.0245
O 0.55 6.23 -1.93  0.0920
F 2.81 2.94 -1.10  0.0226
H 1.00 2.03 -1.21  0.1468
H -0.09 3.45 0.53  0.1278
H 1.80 3.50 1.08  0.1296

## Properties
Energy relative to the best compared isomer or geometry (same formula, charge and spin) = 52.8 kcal per mole
Total charge = -1
Gap between HOMO and LUMO = 7.407 eV



Entry 7:
ORCA calculation (ωB97M-V/def2-TZVPD) on a single C16H20ClF2N3O2Si molecule.

Last column: Löwdin charge in e.
Positions of all 45 atoms, in Å:
C 2.16 -1.78 1.76  -0.1875
Si 2.22 -0.04 1.00  0.6099
C 3.24 1.02 2.22  -0.1783
C 0.48 0.76 0.87  -0.2205
C -0.64 -0.26 1.21  -0.1398
C -2.07 0.37 1.22  -0.4863
F -2.66 -0.02 2.38  0.0809
F -1.93 1.73 1.31  0.0644
C -2.92 0.01 -0.03  -0.2578
C -1.98 0.23 -1.20  -0.1719
N -1.25 0.45 -2.07  0.2189
C -3.30 -1.50 -0.10  -0.1348
O -4.07 -1.95 0.99  -0.1231
O -5.44 -1.93 0.69  -0.0296
C -4.14 1.00 -0.27  -0.7433
N -3.63 2.16 -1.01  0.0480
Cl -4.96 1.52 1.25  0.7538
C -5.19 0.40 -1.16  -0.2147
N -5.96 -0.20 -1.79  0.1998
C 3.18 -0.03 -0.62  -0.2595
C 3.54 1.23 -1.14  -0.0970
C 4.28 1.27 -2.31  -0.0921
C 4.66 0.10 -2.96  -0.0972
C 4.29 -1.13 -2.46  -0.0891
C 3.55 -1.19 -1.29  -0.1025
H 1.86 -1.71 2.81  0.0343
H 3.21 -2.13 1.77  0.0389
H 1.54 -2.49 1.20  0.0303
H 4.29 0.70 2.09  0.0365
H 2.89 0.89 3.25  0.0309
H 3.16 2.06 1.87  0.0260
H 0.48 1.56 1.63  0.0806
H 0.33 1.23 -0.11  0.0666
H -0.57 -1.12 0.54  0.1052
H -0.47 -0.65 2.23  0.1231
H -2.35 -2.06 -0.07  0.1389
H -3.77 -1.77 -1.06  0.1387
H -5.64 -2.59 0.00  0.1083
H -4.45 2.59 -1.44  0.0930
H -3.30 2.87 -0.36  0.0859
H 3.27 2.15 -0.63  0.1022
H 4.61 2.23 -2.72  0.1042
H 5.27 0.18 -3.86  0.1049
H 4.61 -2.04 -2.98  0.1056
H 3.24 -2.13 -0.85  0.0953

## Properties
Energy relative to the best compared isomer or geometry (same formula, charge and spin) = 0.0 kcal per mole
Gap between HOMO and LUMO = 9.861 eV



Entry 8:
ORCA calculation (ωB97M-V/def2-TZVPD) on a single C9H15N3O6 molecule.

Last column: Löwdin charge in e.
Positions of all 33 atoms, in Å:
N -5.48 0.31 -1.03  0.1308
C -4.42 0.45 -0.22  -0.5475
O -4.11 1.55 0.40  -0.0315
C -3.40 -0.63 -0.27  -0.1170
C -1.96 0.11 -0.46  -0.0878
C -0.83 -0.86 0.16  -0.3050
N -1.16 -1.08 1.62  0.0236
C 0.42 -0.13 -0.02  -0.5456
O 0.53 0.56 -1.02  0.0880
N 1.39 -0.33 0.94  0.0933
C 2.70 0.24 0.42  -0.1791
C 3.24 -0.45 -0.82  -0.0728
C 4.64 -0.73 -0.42  -0.5440
O 5.14 -1.73 -0.03  0.1341
O 5.38 0.43 -0.81  -0.0359
C 2.67 1.85 0.33  -0.4159
O 3.67 2.42 -0.09  0.1039
O 1.60 2.47 0.81  0.1379
H -5.75 -0.81 -1.22  0.2037
H -6.19 1.03 -1.01  0.1007
H -3.59 -1.26 -1.11  0.0948
H -3.53 -1.11 0.69  0.1073
H -1.76 0.40 -1.57  0.1560
H -1.77 0.94 0.31  0.1341
H -0.71 -1.69 -0.62  0.1790
H -1.88 -0.55 2.05  0.0439
H -1.30 -2.17 1.98  0.1608
H 1.32 -1.19 1.56  0.1850
H 3.44 0.02 1.29  0.1891
H 3.21 0.39 -1.61  0.1699
H 2.74 -1.41 -0.98  0.1418
H 4.69 1.30 -0.47  0.1405
H 1.07 1.67 1.23  0.1639

## Properties
Energy relative to the best compared isomer or geometry (same formula, charge and spin) = 113.8 kcal per mole
Gap between HOMO and LUMO = 10.049 eV



Entry 9:
ORCA calculation (ωB97M-V/def2-TZVPD) on a molecular structure, C27H18ClN8OS3V.

Last column: Löwdin charge in e.
Positions of all 59 atoms, in Å:
V -0.63 0.32 0.21  0.4149
Cl 1.27 2.29 -6.65  0.6503
C 0.55 1.71 -5.18  -0.6742
C -0.31 0.61 -5.21  -0.0931
C -0.89 0.14 -4.05  0.0022
C -0.62 0.74 -2.80  -0.3402
O -1.16 0.26 -1.73  -0.2286
C 0.24 1.87 -2.80  -0.1311
C 0.45 2.63 -1.59  -0.0563
N 0.09 2.26 -0.42  -0.0314
C 0.24 3.14 0.66  -0.1995
C 1.19 4.11 0.80  0.0083
C 1.17 4.96 1.93  -0.0549
C 0.20 4.83 2.88  -0.0228
C -0.77 3.81 2.78  -0.1383
C -1.79 3.59 3.73  0.0132
C -2.65 2.55 3.56  -0.0200
C -2.47 1.68 2.46  -0.1762
N -1.54 1.86 1.54  -0.0202
C -0.72 2.94 1.67  -0.1477
C 0.80 2.35 -3.99  -0.0584
H -0.52 0.13 -6.16  0.1080
H -1.57 -0.70 -4.08  0.1135
H 0.93 3.60 -1.72  0.1362
H 1.97 4.23 0.06  0.1176
H 1.93 5.72 2.02  0.1105
H 0.17 5.50 3.74  0.1171
H -1.86 4.25 4.59  0.1241
H -3.44 2.33 4.26  0.1136
H -3.09 0.80 2.38  0.0427
H 1.45 3.22 -3.97  0.1158
S -0.25 -0.63 2.42  0.6566
C 1.20 -1.57 2.21  -0.6863
C 1.55 -2.55 3.14  -0.0586
C 2.71 -3.30 2.99  -0.1935
C 3.02 -4.32 3.96  -0.1797
N 3.25 -5.14 4.73  0.1670
C 3.55 -3.08 1.89  -0.1944
C 3.21 -2.10 0.97  -0.0590
C 2.05 -1.34 1.11  -0.6567
S 1.68 -0.09 -0.06  0.7094
C 4.74 -3.85 1.70  -0.1817
N 5.71 -4.45 1.53  0.1661
H 0.91 -2.72 3.99  0.1161
H 3.87 -1.92 0.13  0.1164
C -0.97 -4.33 -2.39  0.0089
C -2.03 -3.45 -1.85  -0.3223
N -3.29 -3.51 -2.14  0.1335
N -3.85 -2.48 -1.44  0.0480
C -2.97 -1.78 -0.72  -0.7178
S -3.19 -0.48 0.31  0.7498
N -1.80 -2.42 -0.97  -0.0647
N -0.61 -1.93 -0.47  0.0294
H -1.43 -5.08 -3.03  0.0896
H -0.43 -4.84 -1.58  0.0914
H -0.25 -3.76 -2.97  0.0886
H -4.84 -2.30 -1.49  0.1581
H -0.27 -2.48 0.31  0.1039
H 0.09 -1.83 -1.20  0.0869

## Properties
Multiplicity = 3
Expectation value of S² = 2.019
Energy relative to the best compared isomer or geometry (same formula, charge and spin) = 0.6 kcal per mole
Gap between HOMO and LUMO (spin up / spin down) = 6.277 / 6.668 eV



Entry 10:
ORCA calculation (ωB97M-V/def2-TZVPD) on a molecular structure, C3H6N4.

Last column: Löwdin charge in e.
Positions of all 13 atoms, in Å:
C 1.05 -0.01 -0.08  -0.5045
C 2.54 0.01 0.02  -0.0578
C -2.52 0.31 -0.11  -0.0598
N 0.52 -1.33 0.21  0.0484
N 0.23 0.94 0.01  0.2129
N -0.72 -1.23 0.29  -0.0747
N -1.25 -0.17 0.32  -0.1043
H 2.89 0.91 0.70  0.1189
H 3.02 -0.93 0.43  0.0898
H 2.75 0.17 -1.01  0.0569
H -3.04 1.12 0.48  0.1029
H -2.32 0.80 -1.05  0.0758
H -3.15 -0.59 -0.22  0.0956

## Properties
Energy relative to the best compared isomer or geometry (same formula, charge and spin) = 98.6 kcal per mole
Gap between HOMO and LUMO = 10.300 eV



Entry 11:
ORCA calculation (ωB97M-V/def2-TZVPD) on a single C2H4F4P2 molecule.

Last column: Löwdin charge in e.
Positions of all 12 atoms, in Å:
C 0.84 1.48 -0.26  -0.1642
C 0.74 0.18 -1.06  -0.2473
F -0.34 -0.04 2.30  -0.3534
F -2.39 -1.01 1.66  -0.3330
F -1.55 -1.66 -1.38  -0.2848
F 0.58 -2.33 -0.42  -0.2719
P -0.87 -1.43 1.81  0.6607
P -0.33 -0.99 -0.39  0.6828
H 1.73 2.11 -0.45  0.0835
H 0.78 1.24 0.88  0.0850
H 0.09 2.14 -0.48  0.0352
H 0.73 0.31 -2.21  0.1075

## Properties
Multiplicity = 3
Expectation value of S² = 2.012
Gap between HOMO and LUMO (spin up / spin down) = 6.196 / 7.863 eV



| no. | largest force on an atom (eV Å⁻¹) | total energy (Ha) |
| --- | --- | --- |
| 1 | 3.5 | -279.61773 |
| 2 | 2.5 | -324.54018 |
| 3 | 2.4 | -3460.21158 |
| 4 | 15.1 | -674.66352 |
| 5 | 3.9 | -345.51233 |
| 6 | 2.7 | -596.15505 |
| 7 | 1.7 | -1885.73796 |
| 8 | 5.5 | -967.58926 |
| 9 | 0.9 | -4151.87880 |
| 10 | 7.4 | -336.79207 |
| 11 | 4.2 | -1160.73379 |